Record 1
17
Properties=species:S:1:pos:R:3:nbo_charge:R:1 method="wB97M-V/def2-TZVPD" spin_multiplicity=1 smiles=CSSCCCO homo_energy_ev=-8.64 e_above_lowest_kj_mol=80.1 fmax_ha_per_bohr=0.033
C 0.5093 -1.0104 2.1905 -0.77
S -0.6618 0.3695 2.1947 0.09
S -0.3589 1.2141 0.3647 0.07
C -0.9464 -0.1045 -0.7931 -0.51
C -0.3738 0.1099 -2.1757 -0.46
C 1.0960 -0.2045 -2.2349 -0.08
O 1.3467 -1.6370 -2.2241 -0.73
H 1.1873 -0.8836 1.3444 0.23
H 1.1733 -0.9118 3.0445 0.23
H 0.0026 -1.9656 2.0887 0.22
H -0.5695 -1.0194 -0.3464 0.19
H -2.0278 -0.1741 -0.8075 0.22
H -0.5664 1.1438 -2.5068 0.22
H -0.9809 -0.4605 -2.8941 0.23
H 1.5836 0.1970 -3.1305 0.19
H 1.7116 0.1294 -1.4036 0.18
H 0.7206 -2.0593 -1.6444 0.46

Record 2
16
Properties=species:S:1:pos:R:3:nbo_charge:R:1 method="wB97M-V/def2-TZVPD" spin_multiplicity=1 smiles="C=P#P(C)CC" homo_energy_ev=-8.29 e_above_lowest_kj_mol=34.8 fmax_ha_per_bohr=0.072
C -1.1342 2.2899 -1.4139 -0.83
P -0.3103 1.9558 0.0100 0.40
P 0.9980 0.1937 -0.5427 0.41
C -0.1798 -0.7405 -1.8474 -0.86
C 0.8350 -0.9356 1.0108 -0.67
C 0.6854 -0.4111 2.4464 -0.60
H -2.0103 2.9622 -1.3654 0.22
H -1.1675 1.6897 -2.2731 0.20
H -1.2248 -0.2427 -1.9329 0.22
H -0.2634 -1.6468 -1.3241 0.21
H 0.2345 -0.9922 -2.7853 0.22
H -0.1912 -1.4628 0.7871 0.21
H 1.6699 -1.6238 0.9272 0.22
H -0.1529 0.2062 2.5039 0.21
H 0.5950 -1.4136 3.1272 0.22
H 1.6168 0.1715 2.6721 0.21

Record 3
15
Properties=species:S:1:pos:R:3:nbo_charge:R:1 method="wB97M-V/def2-TZVPD" spin_multiplicity=1 homo_energy_ev=-6.44 e_above_lowest_kj_mol=477.5 fmax_ha_per_bohr=0.044
C 1.4294 0.7209 0.4003 -0.64
C 0.7199 -0.3191 1.8105 -0.06
C 1.3328 -0.8783 0.7099 -0.38
S -0.9420 -0.3657 -1.1218 -0.70
C -2.5717 0.0656 -1.7968 -0.72
H 1.5796 0.5833 -0.6838 0.35
H 2.3355 1.1506 0.7978 0.23
H 0.4966 1.2892 0.3416 0.32
H 1.3818 -0.2886 2.6788 0.21
H -0.2242 0.1834 1.9036 0.26
H 0.8928 -1.4471 -0.1128 0.31
H 2.3548 -1.2237 0.8163 0.23
H -2.4621 0.8115 -2.5861 0.19
H -3.1823 0.5055 -1.0065 0.19
H -3.1408 -0.7874 -2.1511 0.19

Record 4
16
Properties=species:S:1:pos:R:3:mulliken_spin:R:1 method="wB97M-V/def2-TZVPD" spin_multiplicity=2 homo_energy_ev="0.42 / -3.36" e_above_lowest_kj_mol=220.0 fmax_ha_per_bohr=0.085 s2=0.753 charge=-1
C -1.6222 -0.1776 1.1737 -0.16
S -1.7643 0.9044 -0.3508 0.58
S -3.3075 -0.1856 -1.2560 0.37
H -0.9036 0.4292 1.7869 0.11
H -2.6057 -0.2118 1.7114 0.01
H -1.2829 -1.2828 1.1271 0.00
H -3.1140 0.3774 -2.4588 0.04
C 1.8286 1.0382 -0.7111 0.10
C 1.7142 -0.0247 0.3997 0.01
C 1.3585 -1.2905 0.0622 0.01
H 2.1446 0.5470 -1.6352 0.01
H 2.3760 1.9783 -0.5933 -0.03
H 0.7979 1.2991 -0.6938 -0.05
H 2.1135 0.1124 1.4538 -0.01
H 1.1604 -1.9407 0.8642 0.00
H 1.1066 -1.5723 -0.8800 0.01

Record 5
16
Properties=species:S:1:pos:R:3:mulliken_spin:R:1 method="wB97M-V/def2-TZVPD" spin_multiplicity=2 homo_energy_ev="-14.38 / -14.40" e_above_lowest_kj_mol=198.5 fmax_ha_per_bohr=0.062 s2=0.759 charge=+1
C -1.0509 -1.3596 0.9292 0.03
C -2.2457 -0.9548 0.0697 0.00
C 0.2856 -1.5318 0.1375 0.02
S 0.6050 -0.3985 -1.2515 -0.06
S 0.0359 1.4863 0.1805 1.00
C 1.7378 1.6194 0.7540 -0.05
H -0.7845 -0.6022 1.7019 -0.02
H -1.3616 -2.2859 1.4189 0.00
H -3.1694 -1.4290 0.4242 0.00
H -2.2696 0.1605 0.1261 0.00
H -2.0553 -1.1398 -0.9950 0.00
H 1.1534 -1.4475 0.7720 0.00
H 0.2663 -2.5771 -0.3362 -0.01
H 2.2882 0.6687 0.6489 0.01
H 2.2751 2.3507 0.1306 0.06
H 1.6595 1.8855 1.8292 0.02

Record 6
15
Properties=species:S:1:pos:R:3:nbo_charge:R:1 method="wB97M-V/def2-TZVPD" spin_multiplicity=1 homo_energy_ev="-8.64 / -7.64" e_above_lowest_kj_mol=378.5 fmax_ha_per_bohr=0.055
C 0.8791 1.6396 1.5122 -0.81
C 1.7172 0.6693 0.6913 -0.89
C -0.7050 -0.8715 -2.7306 -0.54
C -0.9126 -1.4698 0.7962 -1.03
Si -0.1123 0.3600 0.4349 1.12
H 1.0085 1.4377 2.6731 0.23
H 0.9612 2.7446 1.3230 0.24
H 2.5372 1.0751 0.1406 0.24
H 2.2083 -0.1560 1.3301 0.23
H 0.2445 -0.4154 -3.1753 0.19
H -0.6800 -1.7971 -2.1890 0.16
H -1.6735 -0.5645 -3.1807 0.18
H -0.4003 -1.8921 -0.0635 0.22
H -0.5185 -1.9926 1.6862 0.23
H -1.9551 -1.6487 0.7082 0.24